{
  "formula": "C20H32Ge2IrS2",
  "method": "wB97M-V/def2-TZVPD",
  "species": ["Ir", "C", "C", "S", "C", "C", "S", "H", "H", "H", "H", "H", "H", "C", "C", "Ge", "C", "C", "C", "C", "Ge", "C", "C", "C", "C", "C", "C", "C", "C", "C", "C", "H", "H", "H", "H", "H", "H", "H", "H", "H", "H", "H", "H", "H", "H", "H", "H", "H", "H", "H", "H", "H", "H", "H", "H", "H", "H"],
  "xyz": [[1.031, 1.620, -0.119], [5.199, 3.756, 0.024], [3.744, 3.413, 0.004], [3.334, 1.753, -0.021], [2.745, 4.372, 0.005], [3.004, 5.840, 0.025], [1.091, 3.895, -0.016], [5.816, 2.861, 0.020], [5.437, 4.338, 0.916], [5.456, 4.360, -0.848], [4.066, 6.066, 0.036], [2.541, 6.290, 0.905], [2.556, 6.311, -0.853], [-3.595, 1.818, -1.968], [-2.117, 2.103, -1.694], [-1.472, 1.261, -0.036], [-2.012, 2.122, 1.650], [-3.475, 1.861, 2.008], [-2.124, -0.595, -0.005], [-1.206, -1.623, -0.013], [0.666, -0.935, -0.023], [1.638, -1.375, -1.682], [1.727, -2.853, -2.061], [1.625, -1.233, 1.678], [1.731, -2.667, 2.194], [-1.607, -2.996, -0.023], [-0.620, -4.020, -0.114], [-0.962, -5.344, -0.134], [-2.314, -5.708, -0.067], [-3.318, -4.733, 0.015], [-2.979, -3.409, 0.034], [-3.905, 2.303, -2.894], [-4.239, 2.192, -1.171], [-3.786, 0.750, -2.084], [-1.938, 3.176, -1.594], [-1.502, 1.765, -2.531], [-1.824, 3.192, 1.532], [-1.355, 1.782, 2.453], [-4.157, 2.241, 1.246], [-3.727, 2.355, 2.947], [-3.676, 0.796, 2.139], [-3.189, -0.805, 0.008], [2.642, -0.961, -1.557], [1.173, -0.813, -2.496], [2.210, -3.449, -1.285], [2.324, -2.965, -2.966], [0.744, -3.281, -2.268], [1.150, -0.605, 2.438], [2.627, -0.821, 1.526], [0.754, -3.086, 2.440], [2.327, -2.686, 3.107], [2.225, -3.327, 1.479], [0.423, -3.737, -0.176], [-0.203, -6.111, -0.204], [-2.587, -6.755, -0.084], [-4.355, -5.035, 0.061], [-3.762, -2.669, 0.096]],
  "mulliken_charge": [0.818, -1.611, 0.785, -0.333, 0.631, -1.377, -0.264, 0.438, 0.392, 0.389, 0.362, 0.371, 0.366, -1.136, -0.393, -0.566, -0.360, -1.161, -0.684, 0.789, -0.461, -0.263, -1.272, -0.331, -1.168, 0.526, 0.325, -1.102, -0.413, -0.899, -0.412, 0.384, 0.272, 0.291, 0.423, 0.416, 0.423, 0.384, 0.279, 0.386, 0.302, 0.548, 0.413, 0.421, 0.317, 0.409, 0.366, 0.386, 0.410, 0.316, 0.404, 0.280, 0.394, 0.460, 0.445, 0.458, 0.425],
  "spin_multiplicity": 6,
  "e_homo_ev": [-14.124, -14.750],
  "lumo_energy_ha": [-0.239, -0.348],
  "gap_ev": [7.611, 5.291],
  "charge": 2,
  "s_squared": 8.80
}


{
  "formula": "C20H32INO4",
  "method": "wB97M-V/def2-TZVPD",
  "species": ["C", "C", "C", "C", "C", "C", "C", "C", "C", "C", "C", "C", "C", "C", "C", "N", "O", "C", "O", "O", "C", "C", "C", "C", "I", "H", "H", "H", "H", "H", "H", "H", "H", "H", "H", "H", "H", "H", "H", "H", "H", "H", "H", "H", "H", "H", "H", "H", "H", "H", "H", "H", "H", "H", "H", "O", "H", "H"],
  "xyz": [[2.316, -2.470, 1.477], [1.061, -3.312, 1.935], [0.554, -4.397, 0.899], [0.724, -4.017, -0.616], [-0.388, -3.002, -1.142], [0.230, -1.530, -1.310], [0.169, -1.000, -2.779], [0.480, 0.536, -2.980], [0.941, 1.328, -1.703], [-0.185, 2.022, -0.855], [0.550, 2.230, 0.544], [-0.046, 1.912, 1.824], [0.608, 2.051, 3.119], [1.993, 2.543, 3.004], [2.447, 2.842, 1.663], [1.817, 2.714, 0.481], [-0.569, 3.321, -1.367], [-1.864, 3.616, -0.877], [-2.444, 4.598, -1.167], [-2.288, 2.538, -0.077], [-1.593, 1.400, -0.697], [-2.504, 1.107, -1.938], [-4.043, 0.950, -1.569], [-4.245, 0.088, -0.268], [-6.365, -0.196, 0.099], [1.952, -1.503, 1.053], [3.023, -3.022, 0.815], [2.892, -2.195, 2.405], [1.376, -3.865, 2.866], [0.244, -2.619, 2.273], [-0.553, -4.510, 1.073], [1.050, -5.366, 1.159], [1.759, -3.688, -0.878], [0.545, -4.966, -1.201], [-0.789, -3.322, -2.134], [-1.217, -2.940, -0.384], [-0.258, -0.884, -0.541], [1.308, -1.621, -1.018], [0.929, -1.588, -3.366], [-0.820, -1.217, -3.259], [-0.349, 1.102, -3.488], [1.336, 0.596, -3.711], [1.588, 2.169, -2.082], [1.635, 0.726, -1.059], [-1.096, 1.532, 1.823], [0.138, 1.784, 4.085], [2.645, 2.674, 3.900], [3.504, 3.210, 1.599], [-1.653, 0.598, 0.078], [-2.348, 1.797, -2.805], [-2.203, 0.086, -2.316], [-4.521, 0.390, -2.421], [-4.572, 1.927, -1.483], [-3.832, 0.632, 0.619], [-3.756, -0.914, -0.322], [4.650, 2.967, 4.639], [4.948, 3.826, 4.317], [5.090, 2.334, 4.060]],
  "mulliken_charge": [-0.556, -0.435, -0.825, -0.642, -0.803, 0.707, -1.343, -0.857, -1.211, 2.622, -0.589, 0.064, -0.988, -0.265, -0.360, -0.425, -0.504, 0.437, -0.515, -0.417, -0.571, -1.025, -0.662, -0.774, 0.020, -0.160, 0.295, 0.339, 0.405, 0.251, 0.276, 0.349, 0.354, 0.336, 0.477, 0.245, -0.364, 0.354, 0.370, 0.390, 0.243, 0.518, 0.488, 0.406, 0.310, 0.412, 0.518, 0.295, 1.044, 0.271, 0.028, 0.495, 0.383, 0.360, 0.249, -0.661, 0.322, 0.321],
  "e_homo_ev": -9.493,
  "lumo_energy_ha": 0.014,
  "gap_ev": 9.865
}


{
  "formula": "C20H32IrN5O5S3",
  "method": "wB97M-V/def2-TZVPD",
  "species": ["Ir", "C", "C", "O", "C", "C", "C", "N", "N", "C", "O", "C", "C", "C", "C", "C", "C", "H", "H", "H", "H", "H", "H", "H", "H", "H", "H", "H", "H", "C", "C", "C", "C", "N", "N", "H", "H", "H", "H", "H", "H", "H", "H", "H", "H", "H", "H", "C", "S", "O", "O", "O", "H", "H", "H", "S", "C", "N", "C", "C", "S", "H", "H", "H", "H", "H"],
  "xyz": [[0.673, 0.433, -0.444], [0.101, 2.838, 2.969], [-0.037, 1.564, 2.187], [0.940, 1.264, 1.371], [-1.116, 0.758, 2.377], [-1.377, -0.407, 1.637], [-2.566, -1.247, 1.979], [-0.601, -0.797, 0.636], [-0.976, -1.986, 0.047], [-0.343, -2.184, -1.052], [0.514, -1.321, -1.524], [-0.609, -3.413, -1.836], [-0.061, -3.539, -3.109], [-0.272, -4.696, -3.844], [-1.021, -5.731, -3.305], [-1.583, -5.600, -2.041], [-1.381, -4.444, -1.307], [1.008, 3.363, 2.677], [0.133, 2.627, 4.038], [-0.762, 3.475, 2.773], [-1.826, 1.044, 3.139], [-3.066, -0.857, 2.862], [-2.270, -2.280, 2.148], [-3.258, -1.249, 1.135], [0.520, -2.723, -3.519], [0.151, -4.791, -4.836], [-1.177, -6.639, -3.874], [-2.176, -6.403, -1.624], [-1.818, -4.328, -0.325], [4.809, -0.352, 1.651], [4.563, -1.460, 0.629], [5.673, -1.463, -0.414], [4.473, -2.821, 1.324], [3.325, -1.169, -0.123], [2.177, -0.805, 0.578], [5.821, -0.441, 2.040], [4.127, -0.414, 2.504], [4.708, 0.628, 1.180], [6.623, -1.729, 0.048], [5.765, -0.475, -0.868], [5.464, -2.187, -1.207], [5.389, -3.035, 1.877], [4.330, -3.619, 0.592], [3.641, -2.847, 2.034], [3.113, -1.788, -0.893], [2.427, -0.153, 1.319], [1.662, -1.601, 0.960], [-2.528, 0.857, -2.687], [-1.281, 1.873, -1.983], [0.026, 1.316, -2.470], [-1.483, 3.231, -2.382], [-1.262, 1.612, -0.514], [-2.637, 1.137, -3.732], [-3.453, 1.038, -2.140], [-2.212, -0.180, -2.586], [2.865, 1.334, -1.138], [2.900, 2.643, -2.240], [1.962, 3.064, -3.042], [2.213, 4.270, -3.826], [3.718, 4.555, -3.751], [4.375, 3.539, -2.388], [1.043, 2.627, -3.003], [1.629, 5.092, -3.412], [1.890, 4.111, -4.853], [3.922, 5.598, -3.532], [4.243, 4.274, -4.661]],
  "mulliken_charge": [4.023, -1.626, 0.637, -0.947, -1.004, 1.117, -1.430, 0.011, -0.858, 0.243, -1.383, 0.471, -0.316, -0.774, -0.388, -0.680, -0.361, 0.361, 0.383, 0.370, 0.421, 0.434, 0.321, 0.317, 0.434, 0.414, 0.400, 0.409, 0.467, -1.734, 1.350, -1.636, -1.656, -0.170, -0.686, 0.482, 0.367, 0.354, 0.443, 0.341, 0.399, 0.430, 0.380, 0.347, 0.212, 0.493, 0.386, -0.863, 1.286, -0.915, -0.643, -0.705, 0.390, 0.373, 0.156, -0.193, 0.271, -0.029, -0.753, -0.464, -0.075, 0.188, 0.341, 0.353, 0.371, 0.340],
  "spin_multiplicity": 2,
  "e_homo_ev": [-10.677, -10.662],
  "lumo_energy_ha": [-0.140, -0.162],
  "gap_ev": [6.863, 6.244],
  "charge": 1,
  "s_squared": 0.76
}


Question: What is the formula in the third record?
Answer: C20H32IrN5O5S3


Question: Number 2 is which compound?
Answer: C20H32INO4